Record 1
114
Properties=species:S:1:pos:R:3 method="wB97M-V/def2-TZVPD" spin_multiplicity=1 total_charge=0 e_homo_ha=-0.334 e_above_lowest_ev=0.149 orbital_gap_ha=0.328
C -0.6604 -0.6971 0.3631
C 0.6784 -0.1188 -0.1320
O 1.0614 0.8541 0.8128
H -0.5359 -1.2245 1.3130
H -0.9256 -1.4744 -0.3131
H -1.4229 0.0751 0.4783
H 0.5703 0.4255 -1.1120
H 1.4938 -0.8507 -0.1136
H 0.2938 1.2786 1.1343
C 2.4135 -3.1776 -1.3939
C 2.1693 -3.6138 0.0383
O 0.8848 -4.0817 0.1009
H 3.2657 -2.4843 -1.4490
H 1.5019 -2.5952 -1.6811
H 2.6492 -4.0610 -2.0023
H 2.2729 -2.7925 0.7148
H 2.8802 -4.3854 0.3648
H 0.6095 -3.9895 1.0139
C 2.2892 -2.4628 3.4779
C 1.6395 -1.0969 3.4782
O 0.2729 -1.1887 3.8635
H 3.3407 -2.5114 3.1781
H 1.6742 -3.0924 2.9017
H 2.3758 -2.8377 4.5252
H 1.6224 -0.7232 2.4784
H 2.1204 -0.4020 4.1680
H 0.1917 -1.6359 4.7102
C 2.0394 -1.2254 -4.0349
C 3.5555 -1.0642 -4.1692
O 3.8456 0.3004 -4.4527
H 1.6997 -0.6603 -3.1474
H 1.8201 -2.2748 -3.9141
H 1.3960 -0.9763 -4.9093
H 3.9767 -1.7859 -4.9396
H 3.9640 -1.2165 -3.2172
H 3.0814 0.7145 -4.8102
C 1.1086 4.2587 3.9165
C 0.2324 3.3267 4.7870
O 0.2272 2.0433 4.1120
H 0.8487 4.1307 2.8695
H 2.1638 4.0515 4.0577
H 0.9148 5.3434 4.1711
H -0.7922 3.6615 4.8090
H 0.4647 3.2158 5.8470
H -0.0554 2.1288 3.2221
C -1.3511 2.3188 -1.6101
C -1.5456 3.6542 -2.3418
O -1.6497 4.7348 -1.3310
H -0.8240 1.6136 -2.1717
H -2.2198 1.8066 -1.2951
H -0.7663 2.4385 -0.6256
H -2.5096 3.6615 -2.8269
H -0.7687 3.7534 -3.1211
H -0.7869 4.7246 -0.8467
C -1.6068 -2.2671 -3.6915
C -1.3591 -0.7962 -3.4202
O -2.5273 -0.0429 -3.2481
H -1.7459 -2.7943 -2.7539
H -0.8526 -2.8578 -4.1680
H -2.5158 -2.3404 -4.2630
H -0.6812 -0.3213 -4.2113
H -0.7727 -0.7567 -2.5107
H -2.9448 -0.3587 -2.4329
C -4.2309 -1.2868 1.4862
C -4.1964 -0.0067 0.5911
O -3.7829 -0.2806 -0.7454
H -3.2778 -1.8539 1.3975
H -5.0513 -1.9333 1.1601
H -4.4304 -1.0269 2.5351
H -3.5118 0.6810 1.1135
H -5.1129 0.5039 0.5135
H -4.1222 0.4811 -1.2685
C -2.3582 3.1907 2.0014
O -1.2980 2.3426 1.7516
N -2.8235 3.2650 3.1740
N -2.7893 4.0892 1.1594
H -2.5019 2.5732 3.8978
H -3.3108 4.0596 3.6058
H -2.7357 3.8319 0.1981
H -3.5666 4.7267 1.3000
C 1.7304 3.9782 -0.7239
O 2.1161 4.9423 -1.6847
N 2.1770 2.7542 -0.7420
N 0.8314 4.2827 0.1961
H 2.8975 2.5775 -1.4932
H 1.8179 1.9518 -0.3142
H 0.6564 5.2878 0.3400
H 0.5057 3.6935 0.9682
C -0.9305 -4.5730 2.6981
O -1.2290 -5.7582 2.1137
N -1.0155 -3.4269 2.0718
N -0.7057 -4.4241 3.9577
H -1.4122 -3.4511 1.0955
H -0.7800 -2.5158 2.4614
H -0.8566 -5.3388 4.5124
H -0.5004 -3.6653 4.5016
C -3.4893 -3.8305 -0.7498
O -2.2035 -4.1791 -0.2655
H -3.3977 -2.8417 -1.1706
H -4.3145 -3.8106 -0.0215
H -3.8774 -4.5292 -1.4841
H -2.0553 -5.1237 -0.3353
C 1.6484 2.3163 -4.0847
O 1.5063 1.7330 -5.3766
H 2.5889 2.3681 -3.6226
H 1.1809 1.8319 -3.2272
H 1.4057 3.3867 -4.1866
H 0.6199 1.9672 -5.6897
C 4.3586 -0.0103 -0.0219
O 4.3035 -0.7342 1.2286
H 4.3829 -0.6293 -0.8905
H 5.2386 0.6015 -0.0698
H 3.5300 0.6640 -0.0039
H 4.5829 -0.1303 1.8959

Record 2
131
Properties=species:S:1:pos:R:3 method="wB97M-V/def2-TZVPD" spin_multiplicity=1 total_charge=0 e_homo_ha=-0.298 e_above_lowest_ev=7.178 orbital_gap_ha=0.288
C 1.0253 -0.8444 1.5183
C -0.2758 -1.1697 0.7569
C -0.7467 -0.0143 -0.1259
O -1.4938 0.9827 0.5383
C -2.0835 1.8518 -0.4077
N -0.0778 -2.4339 -0.0408
H 0.8523 0.0405 2.1309
H 1.9309 -0.7394 0.9209
H 1.2457 -1.6317 2.2392
H -0.9707 -1.5079 1.5255
H -1.3099 -0.3982 -0.9765
H 0.1208 0.4655 -0.5792
H -2.8222 2.4917 0.0749
H -2.7291 1.2037 -1.0003
H -1.2767 2.3300 -0.9631
H 0.6180 -3.0439 0.3640
H 0.3449 -2.0646 -0.8805
C 2.7506 -1.8181 -3.6857
C 3.4832 -3.1967 -3.6305
C 4.5417 -3.2479 -2.5391
O 5.6361 -2.4703 -2.9845
C 6.8629 -2.7942 -2.2501
N 2.4235 -4.0636 -3.2326
H 1.7740 -1.7845 -4.1686
H 3.2633 -0.9611 -4.1223
H 2.4959 -1.4736 -2.6834
H 3.8777 -3.6328 -4.5482
H 4.8802 -4.2771 -2.4198
H 4.1463 -2.8125 -1.6213
H 6.8445 -2.4990 -1.2010
H 7.7165 -2.3669 -2.7762
H 7.0151 -3.8735 -2.2656
H 2.5687 -4.9462 -3.7016
H 1.7218 -3.6742 -3.8459
C -2.9949 5.6771 -1.9763
C -3.5832 5.0069 -3.2551
C -2.4939 5.1059 -4.3476
O -2.8304 4.4967 -5.5561
C -3.9377 5.0502 -6.2369
N -4.0136 3.5614 -3.0753
H -3.7461 5.6836 -1.1866
H -2.8070 6.7423 -2.1112
H -2.1405 5.1467 -1.5559
H -4.4323 5.5769 -3.6321
H -1.6022 4.6713 -3.8958
H -2.1727 6.1380 -4.4885
H -4.8502 5.0132 -5.6418
H -4.1874 4.3684 -7.0499
H -3.6200 6.0417 -6.5594
H -4.0144 3.1121 -3.9799
H -3.2941 3.0765 -2.5583
C 2.1063 -4.8087 4.6244
O 1.9901 -5.8992 4.0979
N 1.6722 -3.8042 4.0482
N 2.3788 -4.5283 5.8571
H 1.7426 -2.8547 4.3852
H 1.4266 -3.9452 3.0787
H 2.3428 -5.2833 6.5269
H 2.2511 -3.5865 6.1991
C -2.4368 -2.7807 -2.4521
O -1.3492 -2.5438 -2.8784
N -3.4351 -3.0940 -3.2271
N -2.5997 -3.1036 -1.1957
H -4.3396 -3.1266 -2.7788
H -3.2938 -3.0568 -4.2265
H -1.7574 -2.8840 -0.6834
H -3.4992 -3.0301 -0.7424
C -0.2434 3.5054 2.5134
O -0.6384 4.1456 1.5811
N 0.5715 3.9629 3.3753
N -0.5072 2.2722 2.8027
H 0.9739 4.8797 3.2426
H 0.5456 3.6567 4.3374
H -0.2001 1.9380 3.7050
H -0.8656 1.5811 2.1594
C 2.7342 3.6151 -0.1941
O 3.6482 3.6888 -0.9659
N 1.6177 3.0312 -0.4915
N 2.8124 4.0020 1.0068
H 1.6663 2.6761 -1.4357
H 0.8549 2.8737 0.1516
H 3.6706 4.4104 1.3485
H 1.9875 3.9254 1.5845
C 5.4636 0.7647 -0.3377
O 5.9217 1.6510 -1.0856
N 6.2867 -0.0353 0.2919
N 4.2452 0.4465 -0.2718
H 7.2602 0.2308 0.3335
H 5.7135 -0.5963 0.9057
H 3.5603 0.9491 -0.8181
H 3.9755 0.0151 0.6007
C -4.6267 5.2068 2.5392
O -5.7388 5.6289 2.4196
N -4.0726 4.9925 3.7308
N -3.7716 4.7391 1.5926
H -4.6247 5.0374 4.5753
H -3.1257 4.6429 3.6947
H -4.0056 4.8510 0.6165
H -2.8493 4.4007 1.8270
C -5.9653 0.3801 -1.1996
O -6.0368 -0.3316 -2.1569
N -5.5183 1.6126 -1.1489
N -6.1272 -0.0651 -0.0139
H -5.5021 2.0265 -0.2277
H -5.2589 2.1416 -1.9693
H -5.7992 0.6004 0.6713
H -6.3500 -1.0121 0.2577
C 1.9298 -5.3146 0.6745
O 1.9877 -4.1738 1.1370
N 1.8439 -5.6145 -0.5851
N 2.0066 -6.4369 1.3561
H 1.7489 -6.5968 -0.7998
H 2.0001 -4.8591 -1.2372
H 2.1239 -6.3445 2.3550
H 2.0956 -7.2621 0.7806
C 4.9786 -2.7837 2.3327
O 4.4494 -1.7598 1.9970
N 4.5658 -4.0147 2.1428
N 5.8910 -2.7386 3.2586
H 5.0137 -4.7381 2.6871
H 3.6546 -4.2434 1.7720
H 6.4362 -1.9140 3.4659
H 6.0340 -3.6746 3.6102
C -4.9487 0.1267 3.1915
O -4.9929 0.9409 2.3469
N -3.8233 -0.4655 3.4986
N -5.9477 -0.1880 3.9500
H -3.7905 -1.1118 4.2741
H -3.1213 -0.2516 2.8047
H -6.9174 0.0549 3.8057
H -5.7332 -0.8432 4.6880